{"formula": "C26H34N6O2", "method": "ωB97M-V/def2-TZVPD", "elements": ["C", "O", "C", "C", "C", "C", "N", "N", "C", "C", "N", "C", "C", "C", "C", "O", "N", "C", "C", "C", "C", "C", "C", "C", "C", "N", "N", "C", "C", "C", "C", "C", "C", "C", "H", "H", "H", "H", "H", "H", "H", "H", "H", "H", "H", "H", "H", "H", "H", "H", "H", "H", "H", "H", "H", "H", "H", "H", "H", "H", "H", "H", "H", "H", "H", "H", "H", "H"], "positions_angstrom": [[6.96, 3.28, -2.23], [5.66, 3.68, -2.58], [4.66, 2.76, -2.55], [3.39, 3.23, -2.89], [2.31, 2.38, -2.90], [2.48, 1.03, -2.58], [1.35, 0.19, -2.58], [0.21, 0.68, -2.09], [-0.68, -0.31, -2.21], [-2.07, -0.39, -1.86], [-2.78, 0.66, -1.38], [-2.13, 1.75, -0.68], [-2.00, 1.41, 0.80], [-3.38, 1.09, 1.38], [-3.37, 0.81, 2.88], [-3.94, 1.59, 3.62], [-2.76, -0.29, 3.39], [-1.96, -1.29, 2.72], [-0.51, -1.22, 3.20], [-0.43, -1.42, 4.71], [1.00, -1.30, 5.21], [-1.34, -0.38, 5.38], [-2.76, -0.48, 4.83], [-4.13, 0.03, 0.56], [-4.13, 0.43, -0.92], [-2.71, -1.52, -2.07], [-2.14, -2.58, -2.62], [-0.90, -2.60, -3.01], [-0.39, -3.86, -3.62], [-0.08, -1.45, -2.82], [1.24, -1.07, -3.05], [2.34, -1.80, -3.73], [3.73, 0.56, -2.21], [4.82, 1.42, -2.21], [7.01, 2.91, -1.19], [7.58, 4.17, -2.32], [7.34, 2.51, -2.90], [3.28, 4.27, -3.14], [1.33, 2.73, -3.16], [-2.75, 2.64, -0.81], [-1.15, 1.92, -1.13], [-1.31, 0.57, 0.89], [-1.57, 2.25, 1.34], [-3.97, 2.01, 1.30], [-2.00, -1.17, 1.64], [-2.37, -2.28, 2.97], [0.08, -1.99, 2.69], [-0.09, -0.25, 2.94], [-0.81, -2.42, 4.95], [1.40, -0.31, 4.99], [1.05, -1.45, 6.29], [1.64, -2.04, 4.74], [-1.36, -0.54, 6.46], [-0.95, 0.62, 5.19], [-3.40, 0.29, 5.26], [-3.18, -1.47, 5.05], [-3.66, -0.96, 0.63], [-5.15, -0.06, 0.92], [-4.69, 1.36, -1.06], [-4.56, -0.36, -1.53], [-0.15, -3.70, -4.67], [0.51, -4.20, -3.11], [-1.15, -4.63, -3.55], [2.87, -2.46, -3.04], [3.06, -1.10, -4.16], [1.93, -2.42, -4.53], [3.87, -0.46, -1.91], [5.78, 1.03, -1.92]], "nbo_charge": [-0.254, -0.485, 0.314, -0.245, -0.169, 0.076, -0.138, -0.288, 0.071, 0.377, -0.399, -0.231, -0.398, -0.317, 0.702, -0.644, -0.448, -0.210, -0.407, -0.215, -0.597, -0.405, -0.224, -0.400, -0.224, -0.339, -0.235, 0.171, -0.639, -0.123, 0.182, -0.656, -0.139, -0.323, 0.178, 0.205, 0.177, 0.231, 0.239, 0.192, 0.251, 0.196, 0.218, 0.229, 0.217, 0.192, 0.210, 0.201, 0.191, 0.202, 0.209, 0.206, 0.210, 0.203, 0.254, 0.182, 0.208, 0.219, 0.190, 0.251, 0.212, 0.208, 0.242, 0.226, 0.236, 0.238, 0.213, 0.224], "smiles": "COc1ccc(-n2nc3c(N4CCC(C(=O)N5CCC(C)CC5)CC4)nnc(C)c3c2C)cc1", "total_energy_ev": -40549.383, "multiplicity": 1, "e_above_lowest_kcal_mol": 64.2, "largest_force_ev_per_a": 1.5, "homo_energy_ha": -0.2779, "charge": 0, "lumo_ev": 0.41, "orbital_gap_ev": 7.973}